1.
The following is a DFT calculation (wB97M-V/def2-TZVPD) of C20H30N2O4 in the gas phase.

The geometry in XYZ format:
```
56
Properties=species:S:1:pos:R:3:forces:R:3:lowdin_charge:R:1
C -7.0340 -1.4136 1.2430 0.1711 0.2371 -0.3175 -0.06
C -6.9516 -0.7357 -0.1221 -0.3463 -0.3506 0.1670 -0.24
O -5.8810 0.1818 -0.2110 0.4067 0.1495 -0.0258 -0.02
C -4.6125 -0.2661 -0.3698 0.0794 0.1835 0.0069 -0.18
C -4.2319 -1.5853 -0.5613 -0.3076 0.0786 0.0460 -0.01
C -2.8993 -1.9289 -0.7282 0.3206 0.1677 0.0054 -0.03
C -1.9205 -0.9481 -0.7076 -0.4531 0.0962 -0.0062 -0.14
C -0.4752 -1.2176 -0.8888 0.0335 -0.2538 0.0189 -0.43
O 0.3111 -0.3481 -1.2497 0.0140 0.1881 -0.1310 0.04
N -0.0649 -2.4797 -0.6299 -0.0698 -0.2280 0.0562 0.08
C 1.3050 -2.9062 -0.8161 0.2919 0.0211 0.0241 -0.07
C 2.2174 -2.5321 0.3682 -0.4077 -0.1257 -0.4715 -0.49
O 2.7656 -3.3694 1.0555 0.1921 -0.3415 0.1476 0.05
N 2.3160 -1.2073 0.5365 0.0353 0.6170 -0.0028 0.08
C 3.1503 -0.5956 1.5412 0.2930 0.0604 0.2513 -0.14
C 4.2454 0.2901 0.9311 -0.3850 -0.2777 -0.1673 -0.31
C 5.1262 -0.5059 -0.0320 0.2468 0.1704 0.2767 -0.17
C 6.2410 0.3724 -0.5916 -0.1617 -0.1063 -0.2647 -0.20
C 5.6552 1.5903 -1.2996 0.2159 0.1146 0.2431 -0.21
C 4.7728 2.3871 -0.3437 -0.1995 -0.0584 -0.2828 -0.20
C 3.6572 1.5063 0.2124 0.3153 0.1153 0.3042 -0.17
C -2.2960 0.3874 -0.5358 -0.0162 0.0684 -0.0037 0.05
C -3.6176 0.7451 -0.3634 -0.1775 -0.1057 0.0197 -0.18
O -4.0871 2.0077 -0.2013 -0.1511 -0.3654 -0.0074 -0.03
C -3.1788 3.0891 -0.1378 0.3202 0.3420 0.1607 -0.24
C -2.4926 3.2041 1.2206 -0.2338 -0.1774 -0.3127 -0.06
H -7.9062 -2.0606 1.2789 -0.0872 -0.0873 0.0228 0.08
H -6.1446 -2.0076 1.4384 0.0322 -0.0822 0.0582 0.07
H -7.1203 -0.6599 2.0213 -0.0270 0.0414 0.0841 0.08
H -7.8428 -0.1231 -0.2837 0.1162 -0.1325 -0.0534 0.13
H -6.8954 -1.4798 -0.9265 -0.0103 0.1232 0.0240 0.12
H -4.9722 -2.3687 -0.5921 -0.1121 -0.0199 0.0170 0.11
H -2.6528 -2.9651 -0.9042 0.0275 -0.0894 -0.0290 0.11
H -0.6908 -3.1197 -0.1712 -0.0229 0.1239 -0.0217 0.14
H 1.6901 -2.4177 -1.7167 -0.0383 -0.1163 0.0494 0.13
H 1.3282 -3.9885 -0.9466 0.0439 0.1352 0.0525 0.13
H 1.8140 -0.6025 -0.1076 -0.0126 -0.2315 0.0162 0.10
H 3.6018 -1.4109 2.1122 -0.0770 0.1254 0.0125 0.12
H 2.5264 0.0050 2.2140 0.0752 -0.0627 0.0241 0.12
H 4.8679 0.6475 1.7597 -0.0006 0.0100 0.0160 0.15
H 5.5503 -1.3690 0.4849 -0.0390 -0.0916 -0.0161 0.12
H 4.5139 -0.8798 -0.8554 -0.0408 -0.0628 -0.0340 0.12
H 6.8530 -0.2050 -1.2876 0.0835 0.0041 0.0422 0.11
H 6.8868 0.7040 0.2251 0.0870 0.0014 0.0266 0.11
H 6.4596 2.2237 -1.6796 -0.0225 -0.0012 -0.0897 0.11
H 5.0572 1.2603 -2.1520 -0.0161 -0.0012 -0.0969 0.11
H 4.3424 3.2461 -0.8628 0.0360 0.0710 0.0523 0.11
H 5.3824 2.7654 0.4808 0.0181 0.0675 0.0409 0.11
H 3.0193 1.1790 -0.6110 -0.1107 -0.0274 -0.0749 0.11
H 3.0410 2.0833 0.9063 -0.1047 -0.0125 -0.0021 0.12
H -1.5066 1.1214 -0.5513 0.0218 0.1101 0.0122 0.11
H -2.4390 3.0221 -0.9445 -0.1137 0.0142 0.0171 0.12
H -3.8012 3.9713 -0.3123 0.1351 -0.1136 -0.0506 0.12
H -3.2414 3.2881 2.0044 -0.0420 0.0285 0.0811 0.08
H -1.8789 2.3301 1.4231 0.0861 -0.0320 0.0624 0.07
H -1.8621 4.0889 1.2374 0.0884 0.0884 0.0224 0.08
```
Positions in Å, forces in eV/Å.

The calculation puts the relative energy (zero: lowest compared OMol25 entry of this formula, charge and spin) at 85.50 kJ/mol. The SMILES is CCOc1ccc(C(=O)NCC(=O)NCC2CCCCC2)cc1OCC. The gap between HOMO and LUMO is 9.01 eV. The value obtained for the highest occupied orbital energy is -8.35 eV.

=====

2.
The following is a DFT calculation (wB97M-V/def2-TZVPD) of C20H30N2O5 in the gas phase at a distorted geometry.

The geometry in XYZ format:
```
57
Properties=species:S:1:pos:R:3:forces:R:3:lowdin_charge:R:1
C -6.9948 -1.5415 1.0169 -0.5272 -0.5825 -1.1291 -0.15
C -6.0202 -0.3056 0.8416 -1.3592 0.5039 0.4195 -0.27
C -5.3245 -0.0945 -0.5396 -6.6506 -5.3913 -0.9449 -0.28
C -4.5045 1.0005 -0.6044 -0.5524 6.2011 -3.3170 -0.33
O -3.4860 0.8020 0.2156 -4.0020 6.9050 5.7806 -0.01
C -2.5298 0.0313 0.2345 3.5212 -1.2040 2.0942 -0.42
C -1.6802 -0.1183 1.4278 1.9782 -4.7941 -9.7032 0.08
C -0.4965 -0.7750 1.0598 -0.0685 0.7542 7.4396 -0.04
C -0.2678 -1.4962 -0.0727 5.5431 -1.4593 3.4229 -0.29
C 0.9693 -2.3555 -0.0691 -2.8772 -6.2023 -5.3170 -0.30
O 0.8776 -3.4961 -0.8705 1.1378 5.6135 4.0881 -0.10
N 1.9945 -2.0807 0.6797 0.7538 -9.2175 -2.8477 0.11
C 3.2246 -2.9071 0.6109 2.0195 7.8123 0.3394 -0.03
C 4.2041 -2.4651 -0.6736 1.8852 2.9560 12.6196 0.04
C 4.9839 -1.1708 -0.0380 4.7998 -4.3542 -2.7783 -0.44
O 6.2329 -1.2641 0.2745 -3.5759 -0.3589 0.2200 -0.04
N 4.4357 -0.0151 -0.1839 -4.4693 2.6153 -2.8255 0.02
C 5.2345 1.1869 0.0172 -3.2361 -1.6593 5.6856 -0.08
C 4.5356 2.0174 1.1998 -0.1070 -8.7958 0.1422 -0.15
C 3.4078 2.7786 0.9225 -4.1728 3.0539 0.9586 -0.17
C 2.1447 2.2445 0.2738 1.0081 -8.8716 2.5594 -0.43
O 1.8540 0.9323 0.3191 1.3347 5.4639 -0.2209 -0.05
O 1.3638 3.0464 -0.2536 -2.7913 1.4785 -1.7380 0.05
C 0.0638 2.3999 -0.8141 -0.4992 5.2083 2.1524 -0.14
C 0.2283 1.7643 -2.1287 6.4890 4.7577 -0.2285 -0.06
C -1.0683 -1.4761 -1.0470 -6.5680 1.4012 -7.6536 0.04
C -2.2807 -0.4158 -0.9538 4.4297 -7.9683 -6.8177 0.01
H -6.3286 -2.5067 0.9110 -1.5298 1.6763 0.3414 0.08
H -7.4889 -1.5037 2.1128 0.9857 -0.1976 -2.7791 0.10
H -7.8389 -1.5850 0.0946 2.1312 0.1067 2.7699 0.11
H -6.5990 0.6540 0.9123 0.2595 -0.7971 0.6936 0.10
H -5.3455 -0.4098 1.7255 -0.0426 0.5211 -0.9389 0.11
H -6.2034 -0.0460 -1.3528 1.7282 0.0894 1.6864 0.17
H -4.8796 -1.0495 -0.7445 0.8453 -0.3831 -0.4852 0.10
H -4.1339 1.2573 -1.6955 -0.7206 -0.3352 1.8531 0.15
H -5.2486 2.0006 -0.2589 2.6350 -2.4442 -0.6916 0.20
H -1.6777 0.4249 2.1944 -0.7919 4.1503 6.3553 0.03
H 0.2627 -0.9867 2.0788 -2.0263 0.9035 -3.3496 0.20
H 2.1459 -1.2671 0.9586 1.1109 9.1849 3.2198 0.00
H 3.0358 -3.7732 0.2880 -2.1247 -7.1858 -1.1184 0.02
H 3.7279 -2.7500 1.6200 -0.2686 -0.7153 -1.6259 0.16
H 4.8226 -3.2360 -0.8270 2.9757 -2.7018 0.1669 0.07
H 3.8514 -2.3246 -1.5121 -4.7726 2.1399 -8.0249 0.01
H 3.5135 0.1412 -0.8189 2.8005 -1.0005 2.5561 0.21
H 5.1855 1.6634 -0.8307 0.4618 2.9976 -4.6018 0.07
H 6.1273 0.7375 0.3037 2.1381 0.2403 0.3770 0.09
H 5.1840 2.3888 1.8722 2.3676 1.9108 1.8716 0.07
H 4.0181 1.0512 1.9425 1.7049 2.4697 -2.0250 0.21
H 3.1422 3.3099 1.8917 -0.4359 -0.7386 -0.9158 0.17
H 3.5718 3.6116 0.3439 1.0032 2.2811 -1.7340 0.10
H -0.5497 3.4659 -0.8747 1.4074 -2.6762 -0.5099 0.18
H -0.4774 1.9700 0.0287 0.6657 -0.9501 -0.2754 0.10
H 0.8075 2.6888 -2.8010 -2.1998 -2.8277 1.3273 0.18
H 0.8693 0.9265 -2.1820 0.3560 -1.0232 0.2460 0.06
H -0.7155 1.5842 -2.2614 -5.3676 -1.3361 -2.4772 0.00
H -0.8928 -2.1953 -2.0387 -0.4996 2.1964 2.8666 0.18
H -2.9876 -0.4688 -1.9253 1.7599 0.5786 2.8211 0.16
```
Positions in Å, forces in eV/Å.

The calculation puts the relative energy (zero: lowest compared OMol25 entry of this formula, charge and spin) at 1618.36 kJ/mol. The SMILES is CCCCOc1ccc(C(=O)NCCC(=O)NCCCC(=O)OCC)cc1. The gap between HOMO and LUMO is 9.21 eV. The value obtained for the highest occupied orbital energy is -8.78 eV.

=====

3.
The following is a DFT calculation (wB97M-V/def2-TZVPD) of C20H30N2O5 in the gas phase.

The geometry in XYZ format:
```
57
Properties=species:S:1:pos:R:3:forces:R:3:lowdin_charge:R:1
C 2.8431 4.2340 2.1805 0.0806 0.2802 0.3012 -0.04
O 3.1070 3.7227 0.8816 -0.1461 -0.3070 -0.1819 -0.04
C 3.8628 4.4837 0.0884 0.1941 -0.0062 -0.1286 -0.49
O 4.3560 5.5272 0.4241 -0.0375 0.0560 -0.0329 0.12
C 4.0175 3.8764 -1.2979 -0.2304 0.0890 -0.1776 -0.05
N 3.7445 2.4621 -1.3568 0.2065 0.2578 -0.0397 -0.10
C 4.7365 1.6064 -0.7548 0.1633 -0.1760 0.0667 -0.03
C 2.5220 2.0671 -1.8042 0.0334 0.0453 -0.0990 -0.42
O 1.6739 2.8801 -2.1307 -0.2759 0.0377 0.0529 0.07
C 2.2717 0.6032 -1.9183 -0.1751 -0.2950 -0.1530 -0.15
C 3.1160 -0.2533 -2.6108 -0.1792 0.1033 0.1147 -0.04
C 2.7681 -1.5816 -2.7426 -0.1807 -0.0765 0.0749 0.01
C 1.5915 -2.0969 -2.2032 0.1198 0.0725 -0.0478 -0.19
O 1.4324 -3.4317 -2.4181 0.2258 0.3547 -0.0017 -0.06
C 0.2646 -4.1175 -2.0263 -0.3685 -0.3789 0.0963 -0.07
C 0.7178 -1.2251 -1.5193 0.0577 -0.1034 -0.0321 -0.16
O -0.4423 -1.7433 -1.0166 0.1946 -0.0720 -0.1383 -0.05
C -1.4376 -0.8940 -0.4606 -0.3006 -0.0003 0.3286 -0.33
C -2.7677 -1.6366 -0.5796 0.1535 0.2841 -0.0234 -0.10
C -3.8897 -0.8155 0.0783 0.0415 -0.0978 -0.1018 -0.17
N -3.6291 -0.4277 1.4434 0.1137 0.1253 0.0342 -0.16
C -4.0945 -1.2839 2.5194 -0.3192 -0.0857 0.0865 -0.41
C -5.6150 -1.1426 2.6536 0.3118 0.0240 0.1419 -0.06
C -3.7203 -2.7699 2.4274 0.0685 0.3173 0.1259 -0.05
C -2.3477 0.2170 1.5822 0.1929 -0.0380 0.0059 -0.17
C -1.1675 -0.5852 1.0130 -0.0543 0.1408 -0.2451 -0.10
C 1.0802 0.1096 -1.3994 0.0589 0.0701 0.0141 0.06
H 3.7725 4.5458 2.6617 -0.1117 -0.0403 -0.0057 0.10
H 2.1741 5.0941 2.1168 0.0437 -0.0554 0.0198 0.10
H 2.3719 3.4274 2.7362 0.0144 0.0341 -0.0421 0.09
H 3.2848 4.3758 -1.9438 0.2215 -0.0086 0.1317 0.14
H 5.0247 4.0944 -1.6653 -0.1008 0.0137 0.1170 0.14
H 5.0276 2.0083 0.2181 -0.0036 -0.0307 0.0203 0.09
H 4.3361 0.6064 -0.6120 0.0977 0.0733 0.0502 0.09
H 5.6285 1.5488 -1.3859 0.0155 -0.0529 0.0527 0.10
H 4.0226 0.1138 -3.0655 0.1339 0.0376 -0.0198 0.12
H 3.4031 -2.2688 -3.2790 0.0527 -0.0911 -0.0714 0.12
H 0.4203 -5.1460 -2.3529 -0.0304 0.0670 0.0252 0.09
H 0.1258 -4.0962 -0.9437 -0.0038 -0.0228 -0.1068 0.09
H -0.6253 -3.7126 -2.5121 0.0597 -0.0471 0.0443 0.09
H -1.4999 0.0404 -1.0352 0.0313 -0.0681 0.0178 0.15
H -2.6637 -2.6101 -0.1014 0.0064 -0.0632 0.0293 0.11
H -3.0040 -1.7997 -1.6323 0.0132 -0.0290 -0.0475 0.12
H -4.8249 -1.3729 0.0361 -0.0528 0.0519 -0.0730 0.11
H -4.0222 0.1060 -0.5036 -0.0888 -0.0817 -0.0761 0.13
H -3.6454 -0.8801 3.4345 -0.0258 -0.0205 -0.0882 0.14
H -5.9539 -1.6089 3.5750 -0.1183 -0.1086 0.0811 0.07
H -5.8866 -0.0910 2.6699 -0.0464 0.0868 0.0162 0.08
H -6.1280 -1.6190 1.8222 -0.0992 -0.0816 -0.1118 0.07
H -4.0660 -3.2834 3.3218 -0.0470 -0.1144 0.0646 0.08
H -4.1923 -3.2361 1.5661 -0.0487 -0.0888 -0.1197 0.07
H -2.6438 -2.9020 2.3572 0.1015 -0.0826 -0.0293 0.06
H -2.1719 0.4383 2.6368 -0.0207 0.0726 -0.0505 0.12
H -2.4013 1.1720 1.0425 0.0899 0.0523 0.0793 0.13
H -0.2446 -0.0144 1.1267 0.0562 -0.0084 0.0161 0.11
H -1.0487 -1.5262 1.5529 0.0307 -0.0432 -0.0057 0.12
H 0.4363 0.8109 -0.8945 -0.1195 0.0285 0.0410 0.12
```
Positions in Å, forces in eV/Å.

The calculation puts the relative energy (zero: lowest compared OMol25 entry of this formula, charge and spin) at 334.17 kJ/mol. The SMILES is COC(=O)CN(C)C(=O)c1ccc(OC)c(OC2CCN(C(C)C)CC2)c1. The gap between HOMO and LUMO is 8.77 eV. The value obtained for the highest occupied orbital energy is -8.16 eV.

=====

4.
The following is a DFT calculation (wB97M-V/def2-TZVPD) of C20H30N2O5S in the gas phase.

The geometry in XYZ format:
```
58
Properties=species:S:1:pos:R:3:forces:R:3:lowdin_charge:R:1
C 4.6364 4.0485 5.6023 0.0248 0.0174 -0.0195 -0.40
S 3.8735 2.8254 4.5243 -0.0151 -0.0284 0.0339 0.86
C 2.1266 3.0492 4.9884 0.0187 0.0106 -0.0469 -0.58
C 1.5555 4.3950 4.5701 0.0122 -0.0051 0.0316 -0.09
C 1.2915 1.8722 4.4526 0.0097 -0.0119 0.0024 -0.35
O 0.0928 1.8060 5.1786 0.0189 -0.0330 0.0123 -0.01
C 0.9385 2.0076 2.9663 0.0242 0.0826 0.0140 -0.45
O -0.2346 2.1590 2.6421 -0.0170 -0.0282 0.0113 0.06
N 1.9479 1.9637 2.0845 -0.0028 0.0076 -0.0287 0.10
C 1.7419 2.1232 0.6602 -0.0292 -0.0130 0.0057 -0.09
C 1.8058 0.7996 -0.1009 0.0971 -0.0237 0.0113 -0.51
O 3.1382 0.3355 0.1467 -0.0437 0.0077 -0.0161 0.00
C 0.7906 -0.2216 0.4142 0.0341 -0.0302 -0.0650 -0.08
C -0.6378 0.1285 0.0006 -0.0586 -0.0199 0.0227 -0.13
N -0.7248 0.2826 -1.4447 0.1095 0.0084 -0.0045 -0.05
C -1.0979 -0.7117 -2.3117 -0.1343 0.1150 0.0541 -0.43
O -0.8724 -0.6381 -3.5048 0.0531 -0.0585 -0.0123 0.07
C -1.8610 -1.8857 -1.7005 -0.0019 -0.0224 -0.0069 -0.06
C -2.4088 -2.8429 -2.7226 0.0022 -0.0169 -0.0208 -0.23
C -1.5596 -3.5736 -3.5510 0.0044 0.0169 0.0253 -0.03
C -2.0731 -4.4631 -4.4744 -0.0104 -0.0216 -0.0180 -0.04
C -3.4486 -4.6462 -4.6039 0.0142 -0.0050 -0.0083 -0.21
C -3.9676 -5.6077 -5.6415 -0.0099 0.0328 0.0248 -0.22
O -5.3685 -5.7750 -5.4901 0.0202 0.0007 0.0121 -0.07
C -4.2977 -3.9230 -3.7836 0.0114 -0.0041 -0.0091 -0.02
C -3.7756 -3.0314 -2.8522 -0.0124 0.0173 0.0064 -0.03
C 0.1405 1.3403 -1.9464 -0.0198 0.0132 -0.0462 -0.12
C 1.5980 1.0442 -1.5968 0.0066 -0.0618 0.0298 -0.08
H 5.7132 3.9460 5.4832 -0.0042 0.0019 0.0039 0.03
H 4.3490 5.0608 5.3261 0.0097 -0.0026 0.0051 0.03
H 4.3772 3.8554 6.6424 -0.0052 -0.0008 0.0015 0.04
H 2.0881 2.9432 6.0747 -0.0355 0.0154 0.0030 0.11
H 0.4951 4.4394 4.8229 0.0019 0.0050 0.0046 0.09
H 2.0585 5.2138 5.0835 -0.0148 0.0010 -0.0063 0.07
H 1.6687 4.5468 3.4954 -0.0032 0.0019 -0.0033 0.08
H 1.8623 0.9465 4.5938 -0.0032 -0.0194 -0.0015 0.14
H -0.6139 1.9186 4.5190 -0.0110 0.0186 -0.0141 0.09
H 2.8879 1.8052 2.4109 -0.0023 0.0013 -0.0067 0.09
H 0.7797 2.6116 0.5191 0.0096 -0.0145 0.0009 0.13
H 2.5243 2.7714 0.2625 0.0002 0.0117 0.0119 0.14
H 3.2606 -0.5096 -0.2995 -0.0107 0.0139 0.0087 0.10
H 1.0520 -1.1972 -0.0133 -0.0098 0.0008 0.0106 0.13
H 0.8734 -0.3117 1.4980 -0.0185 0.0110 0.0106 0.12
H -1.3312 -0.6328 0.3455 0.0074 0.0072 0.0088 0.11
H -0.9401 1.0662 0.4730 -0.0056 -0.0154 -0.0106 0.12
H -1.1895 -2.4119 -1.0146 0.0222 -0.0102 -0.0088 0.13
H -2.6758 -1.4950 -1.0877 0.0034 -0.0029 -0.0051 0.12
H -0.4885 -3.4320 -3.4788 0.0014 -0.0021 0.0011 0.12
H -1.3955 -5.0239 -5.1094 -0.0020 -0.0002 -0.0025 0.11
H -3.7341 -5.2167 -6.6387 0.0015 0.0079 -0.0024 0.13
H -3.4486 -6.5668 -5.5336 0.0003 -0.0078 0.0088 0.12
H -5.6863 -6.3406 -6.1981 -0.0023 -0.0036 -0.0090 0.09
H -5.3660 -4.0587 -3.8717 -0.0070 0.0015 0.0019 0.11
H -4.4531 -2.4715 -2.2171 -0.0013 -0.0014 -0.0006 0.11
H 0.0131 1.4031 -3.0231 -0.0114 0.0171 0.0127 0.12
H -0.1836 2.2862 -1.5035 -0.0072 -0.0096 -0.0099 0.13
H 2.2532 1.8526 -1.9289 -0.0078 0.0193 -0.0063 0.13
H 1.9002 0.1410 -2.1377 -0.0008 0.0088 -0.0021 0.13
```
Positions in Å, forces in eV/Å.

The calculation puts the relative energy (zero: lowest compared OMol25 entry of this formula, charge and spin) at 46.11 kJ/mol. The SMILES is CS[C@@H](C)[C@@H](O)C(=O)NCC1(O)CCN(C(=O)Cc2ccc(CO)cc2)CC1. The gap between HOMO and LUMO is 9.28 eV. The value obtained for the highest occupied orbital energy is -8.73 eV.